(1)
7 unconnected molecules or ions with the total composition C34H68O11. Source: the Open Molecules 2025 dataset; level of theory: the ωB97M-V functional and the def2-TZVPD basis.

Output
frontier orbital gap: 6.9 eV
HOMO level: -7.7 eV
net charge: 0
SMILES: C=CCC1=C(CCC(=O)O)C(=O)C(CCC)=C(OC[C@H](C)CC(C)C)C1=O.CCO.CCO.CCO.CCO.CCO.CCO
LUMO level: -0.029 Eh

Cartesian coordinates (Å):
O1 6.33 -2.85 -0.09
O2 -1.20 -2.30 -4.54
O3 -1.46 -2.68 -0.11
O4 3.07 -3.81 -0.77
O5 -4.79 2.26 -3.40
O6 6.27 -3.84 1.91
O7 -2.50 2.18 0.92
O8 -0.44 -0.45 -1.49
O9 -0.18 1.77 5.12
O10 2.09 4.46 -2.12
O11 5.27 2.39 0.64
C1 -2.12 -1.64 -5.39
C2 -5.01 -0.52 -1.21
C3 -0.13 -2.47 -0.32
C4 4.20 5.64 -2.12
C5 1.64 -0.64 -0.33
C6 3.98 -1.28 0.33
C7 1.84 0.83 -0.16
C8 -1.80 -2.31 1.24
C9 -3.25 -2.58 1.52
C10 5.75 -3.00 0.95
C11 -3.60 -4.05 1.27
C12 1.20 3.34 6.36
C13 0.81 -3.42 -0.15
C14 4.48 -2.30 1.37
C15 0.53 -4.83 0.24
C16 0.16 3.14 5.27
C17 -4.20 -1.58 0.85
C18 2.59 -1.57 -0.13
C19 1.20 -7.15 -0.57
C20 -2.62 3.35 -3.29
C21 0.63 1.50 0.44
C22 -3.90 2.99 -2.56
C23 2.97 5.25 -1.33
C24 -1.87 -0.14 -5.39
C25 0.70 -5.77 -0.98
C26 7.01 2.40 2.35
C27 6.58 1.91 0.99
C28 -5.69 -2.87 -0.80
C29 2.23 -3.00 -0.40
C30 0.38 1.46 1.79
C31 -2.77 3.54 1.28
C32 0.30 -1.10 -0.77
C33 -4.26 3.83 1.16
C34 -4.53 -1.86 -0.62
H1 1.41 -5.38 -1.69
H2 -4.42 3.89 -2.25
H3 -2.11 2.45 -3.63
H4 4.07 -0.30 0.78
H5 7.04 3.49 2.38
H6 1.97 1.26 -1.16
H7 -6.05 -3.17 0.18
H8 -3.66 -2.14 -1.20
H9 -0.04 2.06 -0.20
H10 -0.25 -5.90 -1.49
H11 2.10 2.77 6.14
H12 -0.52 -4.88 0.53
H13 3.92 6.20 -3.01
H14 -0.86 0.08 -5.72
H15 -3.14 -1.86 -5.05
H16 6.30 2.08 3.12
H17 -3.10 -4.66 2.03
H18 -2.57 0.38 -6.05
H19 -6.51 -2.44 -1.37
H20 -5.54 -0.67 -2.15
H21 -0.54 1.46 5.96
H22 0.55 3.48 4.31
H23 -3.69 -0.61 0.88
H24 -2.80 2.06 0.02
H25 -5.13 -1.48 1.41
H26 -5.32 -3.76 -1.30
H27 8.00 2.02 2.61
H28 -4.59 3.66 0.13
H29 -3.68 2.39 -1.68
H30 -3.37 -2.45 2.60
H31 -4.34 1.46 -3.68
H32 6.53 0.82 0.97
H33 4.74 4.75 -2.46
H34 -1.94 3.93 -2.66
H35 7.29 2.23 0.22
H36 2.57 3.67 -2.39
H37 3.25 4.68 -0.44
H38 0.82 2.99 7.32
H39 5.57 -4.40 2.24
H40 -3.36 -4.36 0.26
H41 1.19 -5.18 1.02
H42 -0.50 0.99 2.21
H43 -1.55 -1.26 1.41
H44 3.74 -3.05 1.61
H45 -2.00 -2.06 -6.39
H46 4.66 -1.28 -0.52
H47 1.30 -7.76 -1.47
H48 -4.19 0.19 -1.32
H49 2.73 1.11 0.40
H50 4.88 6.25 -1.52
H51 -2.42 3.68 2.30
H52 -4.84 3.17 1.80
H53 4.71 -1.78 2.31
H54 0.51 -7.65 0.11
H55 -1.98 0.26 -4.38
H56 -4.49 4.86 1.43
H57 -2.85 3.94 -4.18
H58 1.06 1.97 2.48
H59 -1.31 -1.95 -3.65
H60 -5.74 -0.09 -0.53
H61 2.19 -7.10 -0.13
H62 -1.18 -2.90 1.92
H63 2.42 6.14 -1.02
H64 -0.74 3.72 5.49
H65 -2.20 4.21 0.63
H66 1.47 4.40 6.46
H67 5.31 3.35 0.65
H68 -4.67 -4.17 1.46



(2)
A molecular structure, C15H33CaCl6F5Li2N3O19PS4. Source: the Open Molecules 2025 dataset; level of theory: the ωB97M-V functional and the def2-TZVPD basis.

Output
frontier orbital gap: 3.6 eV
HOMO level: -7.7 eV
net charge: 0
LUMO level: -0.152 Eh

Cartesian coordinates (Å):
Ca1 -1.27 1.60 5.50
Cl1 -0.44 -1.36 5.85
Cl2 -0.97 0.96 -6.18
Cl3 3.76 3.81 2.55
Cl4 -2.34 0.60 -3.64
Cl5 -3.44 -0.54 -6.06
Cl6 -1.01 -1.63 -4.93
S1 6.04 -2.38 -4.26
S2 4.47 -0.53 -5.30
S3 4.48 -2.84 2.68
S4 6.25 -2.33 0.80
P1 -1.82 1.71 2.15
F1 6.15 -1.41 -0.46
F2 5.94 -3.15 -2.87
F3 4.64 -4.35 2.26
F4 5.79 0.36 -5.33
F5 0.59 -1.54 -1.84
O1 -3.20 1.49 1.44
O2 6.00 -3.45 -5.21
O3 3.06 -2.78 2.94
O4 7.35 -1.76 1.51
O5 4.65 4.86 2.18
O6 -1.60 -4.04 4.39
O7 -0.96 0.40 2.28
O8 5.34 -2.72 3.81
O9 6.43 -3.62 0.25
O10 3.29 4.01 3.91
O11 2.58 3.84 1.67
O12 -2.62 5.60 -4.10
O13 -3.91 4.50 -5.60
O14 7.27 -1.67 -4.13
O15 3.46 0.44 -4.99
O16 4.38 2.53 2.42
O17 4.43 -1.09 -6.62
O18 -3.96 6.66 -5.59
O19 -2.11 2.19 3.58
N1 4.71 -1.52 -4.11
N2 4.80 -2.03 1.41
N3 0.36 1.87 -0.62
C1 -1.20 -1.98 2.70
C2 -3.42 5.59 -5.01
C3 -3.52 7.91 -5.06
C4 -0.79 3.02 1.41
C5 -2.20 -5.88 5.68
C6 -1.57 -0.60 3.18
C7 0.57 0.38 -0.55
C8 -2.33 -5.19 4.33
C9 -3.40 3.28 -5.06
C10 -3.13 -0.76 0.33
C11 0.49 2.60 0.69
C12 1.06 -0.24 -1.86
C13 -3.82 -4.87 4.08
C14 -1.94 -0.16 -5.22
C15 -3.07 0.76 0.19
Li1 -0.36 -5.14 7.12
Li2 1.35 -2.67 4.01
H1 -0.49 2.11 -1.12
H2 -2.45 8.03 -5.19
H3 -4.03 8.69 -5.62
H4 -1.43 3.67 0.81
H5 0.57 0.25 -2.71
H6 -1.15 -6.10 5.80
H7 -0.62 -2.50 3.48
H8 1.00 3.53 0.46
H9 -1.11 -0.44 4.16
H10 -3.87 2.46 -5.60
H11 -0.54 -1.87 1.83
H12 -3.85 -1.16 -0.37
H13 -2.77 -6.82 5.76
H14 -0.35 -0.12 -0.28
H15 -2.55 -5.23 6.49
H16 -4.21 -4.21 4.86
H17 -0.45 3.63 2.24
H18 -2.06 -5.95 3.57
H19 -2.65 -0.46 3.28
H20 2.14 -0.29 -1.96
H21 -2.18 -1.25 0.10
H22 1.16 2.08 1.36
H23 -3.66 3.19 -4.01
H24 -3.94 1.04 -0.40
H25 -4.43 -5.78 4.08
H26 -2.20 1.08 -0.40
H27 -3.95 -4.38 3.11
H28 1.26 0.18 0.26
H29 -2.04 -2.58 2.41
H30 -2.32 3.23 -5.20
H31 1.12 2.23 -1.22
H32 -3.79 7.99 -4.01
H33 -3.45 -1.00 1.33



(3)
C6H9IO2 in the gas phase. Source: the Open Molecules 2025 dataset; level of theory: the ωB97M-V functional and the def2-TZVPD basis.

Output
frontier orbital gap: 8.8 eV
ΔE to the lowest compared entry with this formula, charge and spin: 40.9 kcal/mol
HOMO level: -8.2 eV
net charge: 0
SMILES: C=C(C)CO/C(O)=C/I
LUMO level: 0.023 Eh

Cartesian coordinates (Å):
I1 0.75 3.85 1.16
O1 2.61 1.19 1.07
O2 1.45 -0.17 -0.27
C1 1.54 1.05 0.29
C2 -2.01 -0.54 -0.61
C3 -0.54 -1.69 1.03
C4 0.40 -0.70 -1.02
C5 -0.70 -1.11 -0.14
C6 0.62 1.98 0.14
H1 0.11 -0.03 -1.79
H2 -1.31 -1.95 1.74
H3 0.39 -1.81 1.54
H4 3.07 0.35 1.22
H5 -1.82 0.50 -0.82
H6 -2.87 -0.57 0.18
H7 -0.19 1.85 -0.52
H8 -2.35 -0.78 -1.54
H9 0.85 -1.43 -1.66



(4)
C4H4O2 in the gas phase. Source: the Open Molecules 2025 dataset; level of theory: the ωB97M-V functional and the def2-TZVPD basis.

Output
frontier orbital gap (alpha / beta): 7.8 / 7.8 eV
ΔE to the lowest compared entry with this formula, charge and spin: 139.8 kcal/mol
HOMO level (alpha / beta): -7.6 / -7.6 eV
net charge: 0
LUMO level (alpha / beta): 0.007 / 0.007 Eh

Cartesian coordinates (Å):
O1 -0.54 -0.28 -2.22
O2 -1.52 1.39 0.05
C1 0.13 0.03 -1.09
C2 0.38 -0.85 1.99
C3 -0.47 0.76 -0.02
C4 0.14 -0.03 1.06
H1 -1.48 -0.26 -1.99
H2 1.21 0.06 -1.21
H3 0.58 -1.07 0.53
H4 0.76 -0.94 2.99



(5)
A molecular structure, C2H3BrO3S. Source: the Open Molecules 2025 dataset; level of theory: the ωB97M-V functional and the def2-TZVPD basis.

Output
frontier orbital gap (alpha / beta): 6.7 / 6.7 eV
ΔE to the lowest compared entry with this formula, charge and spin: 78.3 kcal/mol
HOMO level (alpha / beta): -8.5 / -8.5 eV
net charge: 0
LUMO level (alpha / beta): -0.067 / -0.067 Eh

Cartesian coordinates (Å):
Br1 0.25 0.33 2.46
S1 0.08 1.04 -0.33
O1 -1.32 -0.20 -0.30
O2 0.57 0.92 -1.67
O3 -0.52 2.25 0.09
C1 1.07 0.09 0.78
C2 -0.85 -1.34 -0.54
H1 -1.30 -2.20 -0.04
H2 -0.03 -1.47 -1.24
H3 2.05 0.56 0.79



(6)
A molecular structure, C8Cu4F18N3O18S6. Source: the Open Molecules 2025 dataset; level of theory: the ωB97M-V functional and the def2-TZVPD basis.

Output
frontier orbital gap (alpha / beta): 8.1 / 3.4 eV
HOMO level (alpha / beta): -15.7 / -15.5 eV
<S²>: 8.7897
net charge: +2
LUMO level (alpha / beta): -0.280 / -0.444 Eh
2S+1: 6

Cartesian coordinates (Å):
Cu1 -0.62 -0.33 2.39
Cu2 1.31 1.31 -3.40
Cu3 -1.43 1.30 -1.06
Cu4 0.14 -2.04 -2.39
S1 -1.76 2.83 2.39
S2 4.64 1.08 -2.87
S3 -2.24 1.73 4.69
S4 -1.19 -2.87 0.87
S5 -3.38 -1.37 0.59
S6 3.49 -1.17 -3.27
F1 -3.35 -4.10 2.25
F2 5.91 2.00 -4.95
F3 0.45 3.63 3.71
F4 -5.85 -0.96 1.47
F5 -4.58 0.57 2.18
F6 4.90 -0.62 -5.60
F7 0.69 2.97 1.68
F8 -2.36 -5.38 0.62
F9 -2.57 0.18 6.79
F10 -1.44 -4.83 2.62
F11 -2.13 -0.92 5.03
F12 -4.47 -1.52 3.04
F13 5.71 3.58 -3.40
F14 3.99 2.94 -4.69
F15 5.20 -2.67 -4.85
F16 3.34 -1.94 -5.86
F17 -0.15 4.95 2.01
F18 -0.51 0.05 6.15
O1 -3.04 -0.18 -0.23
O2 -0.09 -0.38 -3.86
O3 -1.63 2.76 5.47
O4 1.10 -0.92 -0.84
O5 -1.81 2.45 0.95
O6 -1.15 -2.98 -0.57
O7 0.11 -2.96 1.52
O8 -3.95 -2.53 -0.05
O9 -1.53 -0.50 -2.50
O10 4.42 1.73 -1.59
O11 -2.80 3.75 2.87
O12 4.21 -1.74 -2.14
O13 2.17 -1.72 -3.26
O14 -3.72 1.69 4.57
O15 0.89 1.16 -1.08
O16 5.85 0.27 -2.98
O17 -0.07 0.19 0.42
O18 -0.81 1.30 -3.20
N1 -1.48 1.37 3.33
N2 3.28 0.60 -3.35
N3 -2.08 -1.47 1.47
C1 -2.20 -4.45 1.60
C2 0.92 0.16 -0.32
C3 -0.07 3.72 2.49
C4 4.30 -1.70 -4.99
C5 5.05 2.54 -4.06
C6 -1.13 0.15 -3.48
C7 -4.66 -0.81 1.95
C8 -1.80 0.10 5.76



(7)
9 unconnected molecules or ions with the total composition C22H67N5O9. Source: the Open Molecules 2025 dataset; level of theory: the ωB97M-V functional and the def2-TZVPD basis.

Output
frontier orbital gap: 8.8 eV
ΔE to the lowest compared entry with this formula, charge and spin: 23.5 kcal/mol
HOMO level: -8.7 eV
net charge: 0
SMILES: COC[C@H](C)N.COC[C@H](C)N.COC[C@H](C)N.COC[C@H](C)N.COC[C@H](C)N.CCO.O.O.O
LUMO level: 0.002 Eh

Cartesian coordinates (Å):
O1 -0.72 0.81 -3.63
O2 0.94 -3.52 0.92
O3 -4.14 -1.20 0.92
O4 1.17 -0.14 -5.36
O5 -3.55 1.45 -3.30
O6 6.75 0.69 2.06
O7 -1.90 -2.99 -4.86
O8 -1.60 4.65 1.71
O9 3.58 -1.65 -2.98
N1 -1.85 -1.16 2.45
N2 2.21 -4.09 3.58
N3 5.06 -0.92 0.48
N4 -1.17 5.22 4.42
N5 -3.69 -1.26 -2.18
C1 2.18 -6.01 2.11
C2 4.32 1.12 -0.68
C3 -1.41 4.50 0.32
C4 -2.70 0.06 2.37
C5 5.68 1.28 1.38
C6 1.14 1.07 -2.08
C7 5.42 0.46 0.12
C8 -1.92 7.51 4.07
C9 -0.34 0.81 -2.24
C10 -1.99 6.09 3.55
C11 -4.14 -0.32 2.02
C12 0.68 -2.73 -0.22
C13 -2.72 -3.52 -2.11
C14 -2.78 -2.19 -2.83
C15 2.67 -4.58 2.28
C16 -1.47 5.98 2.14
C17 -2.10 1.01 1.33
C18 -5.38 -1.82 0.71
C19 6.95 1.19 3.36
C20 -1.62 -2.61 -6.20
C21 -3.02 -2.32 -4.32
C22 2.34 -3.71 1.09
H1 2.49 -3.12 3.70
H2 -0.82 -3.26 -6.55
H3 1.35 0.87 -1.03
H4 -1.27 -1.57 -6.21
H5 -4.76 0.57 1.81
H6 1.73 0.38 -2.67
H7 -1.12 0.67 1.00
H8 2.77 -2.71 1.23
H9 1.28 -3.05 -1.08
H10 -5.71 -2.35 1.62
H11 3.77 -4.60 2.29
H12 -3.08 -1.30 -4.72
H13 -0.36 -2.90 -0.50
H14 0.59 0.21 -4.66
H15 3.86 -0.99 -2.34
H16 7.66 0.54 3.87
H17 -2.77 1.08 0.47
H18 -0.41 6.30 2.12
H19 -3.61 -4.13 -2.27
H20 -1.91 2.00 1.75
H21 -3.03 5.74 3.55
H22 -1.68 0.72 -3.65
H23 -5.27 -2.56 -0.07
H24 -2.17 4.96 -0.32
H25 1.09 -6.03 1.97
H26 -4.64 -0.81 2.87
H27 -1.87 -4.09 -2.50
H28 2.73 -4.16 0.16
H29 4.21 -0.97 1.03
H30 -3.63 -1.25 -1.18
H31 -0.57 -0.20 -1.87
H32 -2.26 7.63 5.10
H33 1.19 -4.09 3.56
H34 0.84 -1.66 -0.02
H35 2.56 -6.48 1.20
H36 6.02 1.21 3.95
H37 -0.88 7.85 4.09
H38 -3.29 2.36 -3.12
H39 -0.47 5.02 0.07
H40 4.63 2.13 -0.93
H41 7.31 2.23 3.33
H42 -1.99 6.71 1.50
H43 1.45 -1.00 -5.02
H44 -0.92 1.53 -1.66
H45 -2.20 -1.82 1.75
H46 5.90 2.33 1.13
H47 -1.65 5.00 5.28
H48 -1.05 4.33 3.94
H49 -2.72 0.45 3.39
H50 -6.18 -1.11 0.46
H51 1.43 2.10 -2.30
H52 4.38 -1.89 -3.45
H53 -1.74 -1.81 -2.77
H54 4.76 1.30 1.99
H55 6.33 0.40 -0.48
H56 5.77 -1.21 1.15
H57 -4.51 1.49 -3.44
H58 4.08 0.65 -1.63
H59 -2.53 8.19 3.47
H60 3.39 1.19 -0.11
H61 2.47 -6.59 2.99
H62 -1.26 3.47 0.02
H63 -2.52 -2.69 -6.82
H64 -3.57 -0.33 -2.57
H65 -3.90 -2.93 -4.53
H66 -2.07 -1.69 3.29
H67 -2.57 -3.39 -1.04



(8)
C16H30O5S in the gas phase. Source: the Open Molecules 2025 dataset; level of theory: the ωB97M-V functional and the def2-TZVPD basis.

Output
frontier orbital gap: 10.5 eV
ΔE to the lowest compared entry with this formula, charge and spin: 0.0 kcal/mol
HOMO level: -10.0 eV
net charge: 0
SMILES: CCCCC[C@@]1(CCC)OS(=O)(=O)O[C@]1(CC=O)CC(C)C
LUMO level: 0.020 Eh

Cartesian coordinates (Å):
S1 -1.83 0.95 -2.72
O1 -1.75 -0.50 -2.03
O2 -0.39 1.43 -2.23
O3 -1.95 0.96 -4.12
O4 -2.91 1.61 -2.10
O5 0.07 -3.61 -3.10
C1 1.58 0.82 -1.20
C2 0.27 -1.69 -1.82
C3 4.63 -0.09 0.98
C4 -2.25 2.85 1.26
C5 -3.61 -1.89 -0.14
C6 -2.73 -1.23 2.10
C7 -0.19 1.61 0.32
C8 -1.11 -1.29 0.16
C9 -1.11 2.87 0.18
C10 3.35 0.74 0.73
C11 4.95 -0.23 2.49
C12 -2.57 -0.96 0.56
C13 0.04 0.80 -0.99
C14 2.36 -0.07 -0.18
C15 -0.62 -0.60 -1.12
C16 -0.52 -2.81 -2.49
H1 2.82 0.98 1.65
H2 -1.76 -1.25 2.62
H3 -2.01 3.51 2.10
H4 -2.79 0.10 0.39
H5 -3.97 -1.36 -1.04
H6 -1.03 -2.38 0.12
H7 5.46 0.41 0.47
H8 6.01 -0.51 2.58
H9 -2.46 1.83 1.61
H10 -0.51 3.74 0.43
H11 1.92 1.86 -1.18
H12 1.77 0.48 -2.22
H13 -1.59 2.96 -0.78
H14 -3.18 -2.22 2.22
H15 -0.56 1.01 1.15
H16 4.58 -1.10 0.57
H17 -4.44 -2.15 0.51
H18 2.92 -0.81 -0.75
H19 4.70 0.67 3.06
H20 -0.48 -0.99 1.01
H21 0.97 -1.28 -2.54
H22 -1.62 -2.94 -2.39
H23 -3.16 3.24 0.78
H24 -3.43 -0.51 2.54
H25 3.55 1.68 0.20
H26 4.38 -1.09 2.86
H27 0.79 1.98 0.63
H28 0.87 -2.15 -1.03
H29 -3.07 -2.77 -0.50
H30 1.62 -0.61 0.41



(9)
A gas-phase ion, C6H14NO (charge -2). Source: the Open Molecules 2025 dataset; level of theory: the ωB97M-V functional and the def2-TZVPD basis.

Output
frontier orbital gap (alpha / beta): 2.7 / 6.8 eV
ΔE to the lowest compared entry with this formula, charge and spin: 8.9 kcal/mol
HOMO level (alpha / beta): 4.1 / 0.0 eV
<S²>: 0.7507
net charge: -2
LUMO level (alpha / beta): 0.249 / 0.252 Eh
2S+1: 2

Cartesian coordinates (Å):
O1 -2.40 0.58 -2.04
N1 -1.35 -0.21 0.47
C1 0.97 -0.05 -0.44
C2 1.78 0.73 0.61
C3 -1.24 0.39 1.80
C4 1.14 -1.57 -0.27
C5 -1.19 0.03 -1.89
C6 -0.48 0.42 -0.57
H1 -0.47 -0.02 2.45
H2 1.61 1.81 0.47
H3 1.42 0.22 -1.42
H4 0.31 -2.13 -0.69
H5 -2.26 0.08 0.11
H6 -2.19 0.24 2.34
H7 -0.42 0.28 -2.69
H8 -0.60 1.49 -0.35
H9 2.06 -1.88 -0.75
H10 -1.10 1.48 1.78
H11 1.19 -1.82 0.79
H12 -1.15 -1.09 -1.87
H13 2.86 0.56 0.52
H14 1.53 0.47 1.63



(10)
C4H7NO in the gas phase. Source: the Open Molecules 2025 dataset; level of theory: the ωB97M-V functional and the def2-TZVPD basis.

Output
frontier orbital gap: 10.7 eV
ΔE to the lowest compared entry with this formula, charge and spin: 44.4 kcal/mol
HOMO level: -9.7 eV
net charge: 0
SMILES: CC(=O)[C@H]1CN1
LUMO level: 0.036 Eh

Cartesian coordinates (Å):
O1 -1.46 0.80 -0.41
N1 0.55 -0.22 -1.89
C1 0.63 -0.20 -0.34
C2 0.34 -1.40 -1.13
C3 -0.35 1.01 1.69
C4 -0.48 0.55 0.26
H1 -1.33 1.22 2.10
H2 -0.65 -1.83 -1.08
H3 1.59 -0.15 0.19
H4 0.24 1.92 1.72
H5 1.15 -2.11 -1.21
H6 -0.36 0.13 -2.22
H7 0.14 0.27 2.32